Here is a molecular structure, C7H8Br2 in a non-equilibrium geometry from OMol25. Energies are from the ωB97M-V functional and the def2-TZVPD basis.

Structure (XYZ):
```
17
Properties=species:S:1:pos:R:3:mulliken_charge:R:1
C 1.519 0.475 -1.094 -0.304
C 0.370 0.406 -2.054 -0.407
C 1.392 0.068 0.145 -0.515
C -0.906 0.118 -1.617 -0.542
C 0.108 -0.590 0.598 0.510
C -1.186 -0.086 -0.197 0.025
C -0.090 -0.301 2.145 -1.762
Br -1.945 1.672 0.470 -0.094
Br -2.647 -1.299 0.114 -0.036
H 2.458 0.892 -1.543 0.312
H 0.574 0.633 -3.056 0.450
H 2.197 0.241 0.975 0.198
H -1.672 0.393 -2.352 0.335
H 0.121 -1.754 0.422 0.365
H -0.152 0.704 2.241 0.564
H 0.787 -0.726 2.462 0.492
H -0.928 -0.847 2.341 0.407
```

The HOMO energy is -0.330 Ha. The orbital gap is 8.9 eV. Its charge is 0. As for the total energy: -5419.48927 Ha.

***

Here is C7H8BrClS in the gas phase in a non-equilibrium geometry from OMol25. Energies are from the ωB97M-V functional and the def2-TZVPD basis.

Structure (XYZ):
```
18
Properties=species:S:1:pos:R:3:mulliken_charge:R:1
C 0.981 0.506 2.269 -1.778
C 0.545 -0.788 1.613 0.232
C 1.206 -1.303 0.422 -0.373
C 2.395 -0.639 -0.217 0.157
Br 2.541 -1.048 -2.101 -0.143
C 3.518 -0.142 0.370 -0.039
S 4.654 0.316 1.338 -0.318
C -0.252 -0.790 0.307 0.854
C -0.649 0.608 -0.209 -1.519
Cl -1.425 -2.056 0.026 -0.233
H 1.536 0.398 3.146 0.391
H 0.060 0.992 2.435 0.360
H 1.546 1.117 1.661 0.493
H 0.256 -1.630 2.356 0.347
H 1.250 -2.444 0.340 0.406
H -1.472 0.947 0.369 0.377
H -0.734 0.518 -1.207 0.551
H 0.251 1.375 -0.145 0.238
```

The SMILES is C[C@@H]1[C@H](C(Br)=C=S)[C@@]1(C)Cl. The HOMO energy is -0.310 Ha. The orbital gap is 7.3 eV. Its charge is 0. As for the total energy: -3703.81346 Ha.

***

Here is 2 unconnected molecules or ions with the total composition C7H8BrNO2 in a non-equilibrium geometry from OMol25. Energies are from the ωB97M-V functional and the def2-TZVPD basis.

Structure (XYZ):
```
19
Properties=species:S:1:pos:R:3:mulliken_charge:R:1
C 1.305 -1.024 1.666 -0.177
C 2.076 -1.657 0.686 -0.629
C 0.528 0.041 1.331 -0.780
C 1.930 -1.230 -0.627 -0.136
C 0.452 0.360 -0.055 1.382
C -2.320 -0.168 -0.466 -0.537
C -0.420 1.425 -0.541 -0.223
N 1.081 -0.270 -1.037 -0.626
O -0.397 1.532 -1.934 -0.608
O -0.970 2.335 0.236 -0.477
Br -3.502 1.038 0.287 -0.159
H 1.327 -1.210 2.749 0.369
H 2.982 -2.201 0.953 0.344
H -0.230 0.512 1.945 0.378
H 2.349 -1.838 -1.442 0.385
H -2.478 -1.188 0.127 0.258
H -2.454 -0.291 -1.585 0.285
H 0.357 0.912 -2.115 0.532
H -1.613 2.923 -0.178 0.417
```

The HOMO energy (spin up / spin down) is -0.255 / -0.272 Ha. The orbital gap (spin up / spin down) is 6.8 / 7.2 eV. Its charge is 0. As for the total energy: -3050.66521 Ha.

***

Here is a molecular structure, C7H8BrP in a non-equilibrium geometry from OMol25. Energies are from the ωB97M-V functional and the def2-TZVPD basis.

Structure (XYZ):
```
17
Properties=species:S:1:pos:R:3:mulliken_charge:R:1
C -1.628 0.532 1.855 -0.225
C -1.684 1.459 0.772 -0.712
C -0.904 -0.680 1.708 -0.839
C -0.762 1.205 -0.285 -0.329
C -0.049 -0.839 0.628 -0.136
C 0.164 0.151 -0.357 0.859
C 1.171 0.057 -1.384 -0.282
P 2.497 -1.214 -1.007 -0.020
Br 1.910 1.600 -2.026 -0.060
H -2.005 0.646 2.873 0.324
H -2.284 2.333 0.835 0.421
H -0.874 -1.381 2.495 0.401
H -0.906 2.104 -0.952 0.183
H 0.624 -1.721 0.615 0.016
H 0.533 -0.627 -2.718 0.255
H 1.477 -2.147 -0.715 0.080
H 2.721 -1.477 -2.338 0.064
```

The HOMO energy is -0.319 Ha. The orbital gap is 8.6 eV. Its charge is 0. As for the total energy: -3186.76786 Ha.

***

Here is 2 unconnected molecules or ions with the total composition C7H8Cl2N2O7P2 in a non-equilibrium geometry from OMol25. Energies are from the ωB97M-V functional and the def2-TZVPD basis.

Structure (XYZ):
```
28
Properties=species:S:1:pos:R:3:mulliken_charge:R:1
N 2.655 -3.349 0.238 -0.530
P 1.233 -3.182 -0.695 0.061
O 0.172 -3.980 0.220 -0.399
C 0.952 -1.341 -0.443 0.201
C 0.067 -0.669 0.405 0.709
P -0.999 -1.676 1.565 0.195
O -0.827 -0.618 2.799 -0.471
Cl -2.855 -1.278 0.784 -0.192
C 0.012 0.743 0.397 0.092
C -0.900 1.554 1.308 0.311
O -2.066 1.681 1.138 -0.371
O -0.232 2.181 2.309 -0.478
C 0.859 1.466 -0.441 -0.469
C 1.712 0.782 -1.252 -0.237
N 1.734 -0.560 -1.239 -0.040
Cl 2.867 -1.269 -2.307 0.022
H 3.334 -3.855 -0.322 0.274
H 3.078 -2.452 0.447 0.309
H -0.484 -4.415 -0.339 0.364
H -1.516 -0.766 3.461 0.332
H 0.636 1.777 2.427 0.390
H 0.868 2.546 -0.475 0.434
H 2.390 1.277 -1.929 0.429
C -2.289 3.430 -1.689 0.681
O -1.425 2.553 -2.019 -0.755
O -3.511 2.850 -1.280 -0.484
O -2.203 4.647 -1.669 -0.681
H -3.260 1.925 -1.399 0.303
```

The HOMO energy is -0.255 Ha. The orbital gap is 4.6 eV. Its charge is 0. As for the total energy: -2510.80236 Ha.

***

Here is a gas-phase ion, C7H8ClF9N2O3PS2 (charge +1) in a non-equilibrium geometry from OMol25. Energies are from the ωB97M-V functional and the def2-TZVPD basis.

Structure (XYZ):
```
33
Properties=species:S:1:pos:R:3:mulliken_charge:R:1
O 3.103 -1.902 0.896 -0.661
P 2.605 -1.208 -0.281 0.671
O 1.142 -1.601 -0.706 -0.337
O 3.555 -1.432 -1.532 -0.507
C 2.503 0.584 0.019 -0.088
C 1.460 1.223 0.575 0.786
C 0.119 0.698 1.053 -0.798
C -0.888 0.913 -0.096 -1.011
C -2.331 0.444 0.246 0.772
F -3.134 1.084 -0.621 -0.277
F -2.553 0.843 1.508 -0.286
C -2.412 -1.101 0.107 0.589
F -1.819 -1.599 1.207 -0.322
F -1.715 -1.570 -0.924 -0.296
S -4.154 -1.836 0.021 1.391
F -3.991 -2.541 1.443 -0.290
F -4.780 -0.587 0.762 -0.297
F -4.361 -1.209 -1.410 -0.279
F -3.553 -3.168 -0.625 -0.308
F -5.591 -2.474 -0.093 -0.267
N 1.766 2.572 0.642 -0.086
C 2.972 2.753 0.132 0.144
Cl 3.784 4.225 -0.002 -0.066
N 3.452 1.590 -0.256 -0.153
S 4.987 1.344 -1.013 -0.083
H 0.985 -2.539 -0.504 0.351
H 4.457 -1.598 -1.220 0.390
H -0.130 1.273 1.949 0.464
H 0.280 -0.347 1.320 0.415
H -0.995 2.000 -0.215 0.462
H -0.541 0.537 -1.059 0.440
H 1.199 3.337 0.987 0.302
H 4.579 1.293 -2.307 0.238
```

The SMILES is O=P(O)(O)c1c(CCC(F)(F)C(F)(F)S(F)(F)(F)(F)F)[nH]c(Cl)[n+]1S. The HOMO energy is -0.514 Ha. The orbital gap is 10.3 eV. Its charge is +1. As for the total energy: -3103.28394 Ha.

***

Here is a gas-phase ion, C7H8ClN2S (charge -1) in a non-equilibrium geometry from OMol25. Energies are from the ωB97M-V functional and the def2-TZVPD basis.

Structure (XYZ):
```
19
Properties=species:S:1:pos:R:3:mulliken_charge:R:1
S -1.017 2.170 -3.218 -0.588
C -1.449 2.529 -1.636 0.150
C -2.487 3.370 -1.091 0.092
Cl -3.882 3.947 -1.856 -0.245
N -2.380 3.370 0.277 -0.676
C -1.356 2.568 0.572 -0.108
N -0.782 2.127 -0.574 0.163
C 0.232 1.185 -0.649 -0.955
C -0.295 -0.239 -0.342 0.452
C 0.418 -1.481 -0.449 -0.557
C -0.098 -1.042 0.839 -0.665
H -1.287 2.116 1.520 0.413
H 0.463 1.270 -1.772 0.104
H 1.132 1.375 -0.040 0.312
H -1.391 -0.369 -0.759 0.207
H 1.512 -1.347 -0.761 0.196
H -0.137 -2.064 -1.202 0.265
H -0.833 -1.532 1.379 0.302
H 0.808 -0.711 1.549 0.140
```

The SMILES is [S-]c1c(Cl)ncn1CC1CC1. The HOMO energy is -0.098 Ha. The orbital gap is 6.1 eV. Its charge is -1. As for the total energy: -1239.40854 Ha.

***

Here is C7H8ClN3 in the gas phase in a non-equilibrium geometry from OMol25. Energies are from the ωB97M-V functional and the def2-TZVPD basis.

Structure (XYZ):
```
19
Properties=species:S:1:pos:R:3:mulliken_spin:R:1
C -1.782 -1.546 0.561 -0.080
C 1.436 0.627 -1.111 0.183
C -0.569 -1.026 0.428 0.892
C 0.011 0.728 -1.334 0.036
C 1.678 -1.399 0.030 0.583
C -0.748 0.386 0.001 0.042
C -0.219 1.395 1.079 0.023
N -2.736 -0.555 0.245 0.067
N 2.135 -0.175 -0.400 0.096
N -2.223 0.495 -0.128 0.012
Cl 2.285 -1.882 1.563 0.099
H -2.077 -2.618 0.828 0.001
H 2.187 1.397 -1.552 0.023
H -0.368 1.598 -1.658 0.001
H -0.178 -0.053 -2.088 0.019
H 1.480 -2.118 -0.661 0.010
H 0.089 2.384 0.707 -0.002
H 0.705 0.829 1.599 -0.005
H -1.109 1.530 1.892 -0.001
```

The HOMO energy (spin up / spin down) is -0.248 / -0.350 Ha. The orbital gap (spin up / spin down) is 6.9 / 7.1 eV. Its charge is 0. As for the multiplicity: 3. As for the total energy: -895.70157 Ha.

***

Here is a molecular structure, C7H8CuN2O3S in a non-equilibrium geometry from OMol25. Energies are from the ωB97M-V functional and the def2-TZVPD basis.

Structure (XYZ):
```
22
Properties=species:S:1:pos:R:3:mulliken_spin:R:1
O 0.628 3.551 -3.589 0.010
C 0.249 3.233 -2.539 0.079
Cu -0.292 2.643 -0.973 0.449
C -1.793 3.291 -1.759 0.047
C 0.847 3.997 -0.576 0.059
O -2.747 3.659 -2.294 0.000
O 1.611 4.831 -0.338 -0.004
S -0.868 1.405 0.961 0.285
C -0.295 -0.188 0.733 0.006
N 0.932 -0.543 1.149 0.024
C 1.312 -1.928 1.455 -0.003
C 0.576 -2.865 0.521 0.004
C -0.906 -2.566 0.407 -0.004
N -1.087 -1.124 0.169 0.042
H 1.433 0.207 1.630 -0.001
H 1.073 -2.166 2.504 0.002
H 2.395 -1.995 1.309 0.002
H 0.710 -3.898 0.864 0.000
H 1.027 -2.793 -0.474 -0.001
H -1.433 -2.875 1.324 0.003
H -1.341 -3.077 -0.459 0.002
H -2.031 -0.798 -0.025 -0.002
```

The HOMO energy (spin up / spin down) is -0.639 / -0.632 Ha. The orbital gap (spin up / spin down) is 7.7 / 5.4 eV. Its charge is +2. As for the multiplicity: 2. As for the total energy: -2644.70368 Ha.

***

Here is C7H8F2O in the gas phase in a non-equilibrium geometry from OMol25. Energies are from the ωB97M-V functional and the def2-TZVPD basis.

Structure (XYZ):
```
18
Properties=species:S:1:pos:R:3:mulliken_charge:R:1
C -0.670 1.925 0.263 0.312
C 0.347 1.462 -0.771 -0.524
C 0.968 0.193 -0.188 -0.872
C -1.158 -1.276 -0.036 -0.755
C -0.906 0.821 1.166 -0.651
C -0.115 -0.418 0.711 0.182
C -2.392 -0.387 -0.101 0.509
O -1.216 3.008 0.283 -0.633
F -2.743 0.163 -1.252 -0.244
F -3.477 -0.733 0.582 -0.281
H -0.178 1.262 -1.709 0.216
H 1.081 2.242 -0.963 0.378
H 1.304 -0.495 -0.961 0.338
H 1.835 0.450 0.428 0.313
H -0.849 -1.566 -1.043 0.325
H -1.419 -2.183 0.511 0.319
H -1.370 0.913 2.132 0.537
H 0.332 -0.977 1.535 0.533
```

The HOMO energy (spin up / spin down) is -0.317 / -0.315 Ha. The orbital gap (spin up / spin down) is 8.5 / 8.1 eV. Its charge is 0. As for the total energy: -546.41248 Ha.

***

Here is 2 unconnected molecules or ions with the total composition C7H8F3NO2 in a non-equilibrium geometry from OMol25. Energies are from the ωB97M-V functional and the def2-TZVPD basis.

Structure (XYZ):
```
21
Properties=species:S:1:pos:R:3:mulliken_charge:R:1
O 2.423 -0.147 -0.920 -0.616
C 1.080 -0.141 -0.966 0.522
C 0.351 0.445 -0.036 -0.304
C -1.118 0.666 -0.011 -0.150
C -1.301 1.360 1.266 -0.730
C -0.180 1.475 1.904 -0.497
N 0.863 0.920 1.144 -0.093
C 0.393 -0.510 -2.247 0.269
F 0.328 0.412 -3.256 -0.316
F 1.042 -1.598 -2.775 -0.298
H 3.022 -0.242 -1.696 0.370
H -1.193 1.376 -0.853 0.237
H -1.647 -0.312 -0.216 0.253
H -2.255 1.649 1.583 0.487
H 0.098 1.796 2.926 0.365
H 1.818 0.779 1.462 0.255
H -0.583 -1.014 -2.140 0.258
O -0.922 -2.537 -0.248 -0.433
C 0.239 -2.679 -0.206 0.378
F 0.857 -2.335 0.931 -0.241
H 0.890 -3.356 -0.867 0.283
```

The SMILES is O/C(=C1/CC=CN1)C(F)F.O=CF. The HOMO energy is -0.272 Ha. The orbital gap is 8.1 eV. Its charge is 0. As for the total energy: -776.30092 Ha.

***

Here is C7H8FNO2S in the gas phase in a non-equilibrium geometry from OMol25. Energies are from the ωB97M-V functional and the def2-TZVPD basis.

Structure (XYZ):
```
20
Properties=species:S:1:pos:R:3:mulliken_charge:R:1
O -2.596 -1.368 -0.085 -0.670
S -1.667 -0.288 0.350 1.057
O -1.662 0.495 1.523 -0.580
C -1.732 0.663 -1.146 -0.167
F -2.767 1.575 -1.024 -0.262
N -0.253 -1.105 0.258 -0.294
C 1.038 -0.559 0.251 0.586
C 1.496 0.701 0.729 0.047
C 2.769 1.209 0.581 -0.574
C 3.690 0.722 -0.338 -0.581
C 3.311 -0.618 -0.702 -0.256
C 2.079 -1.251 -0.415 -0.549
H -0.716 1.094 -1.402 0.296
H -2.091 -0.103 -1.820 0.274
H -0.351 -2.069 0.104 0.250
H 0.702 1.190 1.391 0.269
H 3.167 2.169 0.818 0.327
H 4.691 1.207 -0.420 0.327
H 4.028 -1.302 -1.153 0.306
H 2.073 -2.234 -0.973 0.194
```

The SMILES is O=S(=O)(CF)Nc1ccccc1. The HOMO energy is -0.336 Ha. The orbital gap is 9.7 eV. Its charge is 0. As for the total energy: -974.73390 Ha.

***

> Which of these has the highest charge?

C7H8CuN2O3S

***

What did the seventh record say?
Here is a gas-phase ion, C7H8ClN2S (charge -1) in a non-equilibrium geometry from OMol25. Energies are from the ωB97M-V functional and the def2-TZVPD basis.

Structure (XYZ):
```
19
Properties=species:S:1:pos:R:3:mulliken_charge:R:1
S -1.017 2.170 -3.218 -0.588
C -1.449 2.529 -1.636 0.150
C -2.487 3.370 -1.091 0.092
Cl -3.882 3.947 -1.856 -0.245
N -2.380 3.370 0.277 -0.676
C -1.356 2.568 0.572 -0.108
N -0.782 2.127 -0.574 0.163
C 0.232 1.185 -0.649 -0.955
C -0.295 -0.239 -0.342 0.452
C 0.418 -1.481 -0.449 -0.557
C -0.098 -1.042 0.839 -0.665
H -1.287 2.116 1.520 0.413
H 0.463 1.270 -1.772 0.104
H 1.132 1.375 -0.040 0.312
H -1.391 -0.369 -0.759 0.207
H 1.512 -1.347 -0.761 0.196
H -0.137 -2.064 -1.202 0.265
H -0.833 -1.532 1.379 0.302
H 0.808 -0.711 1.549 0.140
```

The SMILES is [S-]c1c(Cl)ncn1CC1CC1. The HOMO energy is -0.098 Ha. The orbital gap is 6.1 eV. Its charge is -1. As for the total energy: -1239.40854 Ha.